# 1
This record from the OMol25 dataset describes a structure of composition C67H43AsF15GeMnNOPS in a non-equilibrium geometry. The level of theory is wB97M-V/def2-TZVPD.

Structure (ORCA input):
```
! RIJCOSX wB97M-V def2-TZVPD def2/J DEFGRID3
* xyz 0 5
Mn -0.05664 0.17533 1.03547
C 0.48302 -5.16761 3.75526
C 0.30848 -3.82857 4.09152
C 0.48473 -2.84387 3.13014
C 0.85237 -3.18363 1.82375
C 1.03614 -4.52256 1.50003
C 0.84679 -5.50912 2.46214
P 1.13111 -1.80072 0.65441
C 1.23173 -2.53984 -0.99273
C 2.17301 -2.07751 -1.90957
C 2.16295 -2.54217 -3.21597
C 1.19628 -3.44973 -3.62684
C 0.23801 -3.89374 -2.72457
C 0.25593 -3.44086 -1.41340
C 2.79992 -1.30937 1.16309
C 3.96832 -1.96398 0.88616
C 5.17225 -1.53623 1.48930
C 5.15408 -0.51832 2.40162
C 3.95172 0.15593 2.72887
C 3.90511 1.17375 3.71356
C 2.73362 1.82419 3.96102
C 1.56027 1.51596 3.23005
C 1.53513 0.52558 2.28283
C 2.75568 -0.20023 2.05541
H 0.34201 -5.93993 4.50293
H 0.03673 -3.55193 5.10479
H 0.34763 -1.80315 3.38482
H 1.33627 -4.80483 0.49911
H 0.98716 -6.55149 2.19715
H 2.90814 -1.34407 -1.60665
H 2.90765 -2.18560 -3.91870
H 1.18039 -3.80115 -4.65089
H -0.52984 -4.58926 -3.04432
H -0.49161 -3.78733 -0.71455
H 3.96954 -2.81897 0.21859
H 6.10168 -2.03735 1.24432
H 6.07413 -0.20491 2.88787
H 4.81001 1.43067 4.25496
H 2.69397 2.60804 4.71210
H 0.66877 2.10263 3.41727
C 1.25266 5.12744 2.12446
N -0.03376 4.46313 2.21751
C -1.06264 5.41821 2.58402
C -0.32763 3.73178 0.98161
C -1.52357 2.83233 1.14878
C -2.79633 3.30513 0.83971
C -3.93398 2.58769 1.18798
C -3.79135 1.41643 1.91661
C -2.51457 0.91952 2.16664
C -1.35334 1.56142 1.71138
H 1.49667 5.58008 3.08747
H 1.25929 5.92755 1.36199
H 2.03036 4.40702 1.87720
H -1.16854 6.22559 1.83533
H -0.80221 5.87644 3.54026
H -2.02440 4.92420 2.69935
H 0.54695 3.11702 0.76562
H -0.48467 4.42605 0.13611
H -2.89529 4.25244 0.31717
H -4.91939 2.95764 0.92520
H -4.66502 0.89205 2.28138
H -2.41529 0.02911 2.76675
F 4.10010 -0.02208 -3.20414
C 4.54974 0.69974 -2.16563
C 3.71582 1.58337 -1.49590
C 4.24189 2.20851 -0.38179
F 3.45961 2.99041 0.37016
C 5.56097 2.06650 -0.01022
F 6.06689 2.73176 1.02647
C 6.37038 1.20738 -0.72515
F 7.63522 1.03528 -0.35951
C 5.86286 0.50132 -1.79486
F 6.64127 -0.35718 -2.45240
Ge 1.88571 1.96871 -2.13408
S 0.32132 0.84294 -1.23041
C 1.56745 3.94077 -2.23574
C 2.41923 4.99430 -1.94729
F 3.69957 4.79699 -1.61286
C 2.01939 6.31361 -2.04329
F 2.86530 7.30048 -1.75163
C 0.74168 6.61400 -2.46135
F 0.35393 7.87888 -2.56187
C -0.12781 5.59649 -2.79643
F -1.35781 5.88603 -3.21693
C 0.29962 4.29169 -2.68616
F -0.57680 3.33872 -3.03510
C 1.95223 1.65302 -4.10113
C 1.09506 0.83005 -4.81351
F 0.18672 0.07299 -4.19826
C 1.12794 0.75279 -6.19189
F 0.28372 -0.04497 -6.84883
C 2.03940 1.50772 -6.89877
F 2.07203 1.44032 -8.22423
C 2.92010 2.32982 -6.22603
F 3.80975 3.04977 -6.90815
C 2.86195 2.38496 -4.84913
F 3.76220 3.17127 -4.23611
O -1.52655 -1.51932 0.76254
As -3.07463 -2.10652 0.67803
C -4.01950 -2.13417 2.35160
C -5.39049 -1.91824 2.40710
C -6.05689 -2.05647 3.61749
C -5.35406 -2.40573 4.76318
C -3.97936 -2.60677 4.70671
C -3.30924 -2.47419 3.49941
C -4.05387 -1.15742 -0.65885
C -5.29286 -1.60412 -1.11826
C -5.93247 -0.90764 -2.13321
C -5.33172 0.21959 -2.68473
C -4.09365 0.65386 -2.22986
C -3.44822 -0.03504 -1.21214
C -3.05613 -3.95923 0.13319
C -3.27137 -4.29549 -1.20236
C -3.27233 -5.62750 -1.58929
C -3.05266 -6.62401 -0.64629
C -2.81540 -6.28896 0.68085
C -2.81799 -4.95834 1.07394
H -5.93549 -1.62164 1.52011
H -7.12559 -1.88565 3.66569
H -5.87591 -2.51002 5.70737
H -3.42896 -2.86155 5.60542
H -2.23663 -2.61289 3.44896
H -5.74693 -2.49281 -0.69759
H -6.89163 -1.24911 -2.50169
H -5.83247 0.76086 -3.47893
H -3.62344 1.52599 -2.66771
H -2.48309 0.29780 -0.85433
H -3.42934 -3.51789 -1.93765
H -3.44751 -5.89032 -2.62582
H -3.06118 -7.66485 -0.94605
H -2.63006 -7.06563 1.41490
H -2.62562 -4.70524 2.10756
*
```

Energy above the lowest of the compared OMol25 structures with the same formula, charge and spin, kJ/mol: 17.2
Lowest unoccupied orbital energy (alpha / beta), eV: -0.3 / 0.0
E_tot, eV: -283273.777
Orbital gap (alpha / beta), hartree: 0.27209 / 0.29511

# 2
This record from the OMol25 dataset describes a cluster of 9 separate species, C68H138F12N5O9S in total in a non-equilibrium geometry. The level of theory is wB97M-V/def2-TZVPD.

Structure (ORCA input):
```
! RIJCOSX wB97M-V def2-TZVPD def2/J DEFGRID3
* xyz 1 1
C -5.34421 -3.19771 7.40577
C -5.27344 -1.75856 6.90544
C -3.90574 -1.13895 7.39234
C -3.97436 -0.59970 8.83699
N -2.62634 -0.23584 9.50764
C -1.84903 -1.48109 9.92314
C -0.40982 -1.12747 9.76109
C -0.28056 -0.35774 8.49094
C -1.58022 0.50265 8.59969
C -2.93907 0.56910 10.81308
C -3.46486 1.96442 10.67884
C -4.26429 2.33882 11.95932
H -4.61430 -3.83449 6.90592
H -6.32240 -3.67826 7.38834
H -5.00636 -3.17826 8.44190
H -6.12340 -1.16007 7.23330
H -5.30884 -1.84970 5.81983
H -3.58467 -0.34261 6.72088
H -3.07935 -1.84221 7.49530
H -4.46059 -1.32467 9.48976
H -4.59525 0.29617 8.83595
H -2.17387 -1.83003 10.90336
H -2.25617 -2.23416 9.24844
H -0.16748 -0.49050 10.61176
H 0.30783 -1.94778 9.77476
H 0.64623 0.21222 8.42526
H -0.32290 -1.04355 7.64479
H -1.38413 1.48424 9.03111
H -2.00929 0.64950 7.60851
H -2.03482 0.51563 11.41937
H -3.63711 -0.12122 11.28668
H -4.06475 2.01450 9.77015
H -2.68183 2.72140 10.63461
H -5.28197 1.95413 12.02601
H -4.47353 3.40752 12.00606
H -3.76185 2.02467 12.87418
C 10.16725 3.78235 1.85480
C 8.73493 3.27561 2.03109
C 8.21202 2.35543 0.93883
C 8.84999 0.91568 1.02624
N 8.59390 0.07929 -0.27424
C 7.09480 -0.34927 -0.31504
C 7.05474 -1.67560 -0.94166
C 8.41753 -2.32839 -0.94483
C 9.28129 -1.31445 -0.21052
C 8.96583 0.79140 -1.60031
C 10.37954 1.43538 -1.53556
C 10.95218 1.74753 -2.93692
H 10.75207 2.87011 1.97277
H 10.42432 4.48973 2.64324
H 10.49935 4.06289 0.85524
H 8.19739 4.22371 2.04656
H 8.59140 2.80203 3.00230
H 8.32503 2.89085 -0.00385
H 7.13263 2.21065 0.98409
H 8.57982 0.36402 1.92669
H 9.91734 0.94251 1.24565
H 6.54232 0.48366 -0.74990
H 6.70140 -0.43197 0.69812
H 6.60118 -1.60205 -1.93007
H 6.41886 -2.33700 -0.35317
H 8.74896 -2.50458 -1.96816
H 8.32578 -3.30628 -0.47216
H 10.25926 -1.39103 -0.68571
H 9.50677 -1.61905 0.81148
H 8.13162 1.41997 -1.91188
H 8.80190 0.01837 -2.35108
H 10.99985 0.72341 -0.99114
H 10.30767 2.24507 -0.80937
H 11.01621 0.83361 -3.52745
H 11.92160 2.24167 -2.87255
H 10.28664 2.41211 -3.48782
C -11.84307 -1.69522 2.58738
C -12.06945 -0.63937 1.51157
C -10.98748 0.44014 1.31021
C -9.88493 -0.06513 0.32881
N -8.82065 1.04417 -0.05844
C -7.80058 0.41129 -1.03005
C -7.74841 1.30424 -2.24433
C -8.70092 2.48474 -1.99064
C -9.53995 2.16586 -0.81267
C -8.08551 1.49159 1.26456
C -7.20793 2.66723 1.08696
C -6.69365 3.07277 2.46711
H -12.10093 -1.31905 3.57738
H -10.81584 -2.04068 2.47094
H -12.50849 -2.54393 2.42919
H -13.00271 -0.13803 1.76807
H -12.30851 -1.07857 0.54303
H -10.50234 0.52254 2.28281
H -11.40947 1.41870 1.08120
H -10.28289 -0.36461 -0.64074
H -9.39012 -0.90151 0.82252
H -6.83604 0.28195 -0.53911
H -8.20889 -0.55232 -1.33470
H -6.73844 1.68177 -2.40415
H -7.98685 0.71684 -3.13101
H -8.11884 3.39060 -1.82129
H -9.28285 2.50750 -2.91202
H -9.78225 2.98266 -0.13280
H -10.45915 1.74551 -1.22070
H -7.65083 0.61481 1.74457
H -8.89772 1.89290 1.87067
H -7.68171 3.53882 0.63532
H -6.31126 2.50110 0.48989
H -6.37136 2.30050 3.16554
H -7.44933 3.58143 3.06571
H -5.81769 3.71707 2.54250
C 5.36742 6.66202 -6.25843
C 4.35137 7.23382 -5.25974
C 2.92355 7.15171 -5.85063
C 2.35312 5.74575 -5.90847
N 0.89100 5.69950 -6.45133
C 0.40338 4.17769 -6.65361
C 0.27014 3.98070 -8.17465
C -0.18282 5.32747 -8.55297
C 0.83946 6.20611 -7.89800
C -0.06034 6.52836 -5.49659
C -0.02640 6.06098 -4.03138
C -1.05884 6.83115 -3.19297
H 6.36482 6.59292 -5.82425
H 5.38433 7.35421 -7.10027
H 5.05862 5.64841 -6.51403
H 4.66049 8.25772 -5.04961
H 4.34409 6.74521 -4.28542
H 2.80241 7.64646 -6.81430
H 2.41081 7.67814 -5.04560
H 2.31532 5.28420 -4.92173
H 2.95671 5.15911 -6.60103
H -0.52046 4.17881 -6.07516
H 1.12476 3.54913 -6.13147
H -0.38509 3.13871 -8.39787
H 1.29214 3.87287 -8.53796
H -1.20378 5.45042 -8.19157
H -0.26250 5.44305 -9.63390
H 0.57883 7.26354 -7.94302
H 1.82589 6.08401 -8.34536
H -1.06291 6.44412 -5.91592
H 0.25478 7.55607 -5.67720
H 0.96132 6.24174 -3.60731
H -0.22316 4.98926 -4.00316
H -1.00602 7.91924 -3.23006
H -0.91053 6.66385 -2.12615
H -2.09372 6.57609 -3.42115
C 4.24442 -6.23693 -9.01513
C 3.27774 -6.27535 -7.77499
C 1.81267 -6.24755 -8.14106
C 0.91783 -5.54918 -7.06613
N -0.62368 -5.70324 -7.31815
C -1.44523 -5.04425 -6.15862
C -2.64770 -4.29932 -6.75828
C -2.45275 -4.34411 -8.28490
C -0.98370 -4.75429 -8.53800
C -1.07535 -7.16266 -7.45873
C -0.69407 -8.14661 -6.38832
C -1.39444 -9.52557 -6.57792
H 5.26623 -5.89735 -8.84576
H 4.01468 -5.43961 -9.72194
H 4.31415 -7.19991 -9.52101
H 3.37155 -5.23841 -7.45241
H 3.59660 -6.89642 -6.93792
H 1.51681 -7.28137 -8.31932
H 1.57729 -5.72343 -9.06734
H 1.01488 -4.47296 -6.92316
H 1.06867 -5.88584 -6.04045
H -1.72732 -5.80914 -5.43512
H -0.79179 -4.37825 -5.59510
H -3.57870 -4.69367 -6.35107
H -2.67848 -3.28245 -6.36696
H -3.03944 -5.08635 -8.82618
H -2.71280 -3.36745 -8.69308
H -0.95593 -5.41516 -9.40436
H -0.26343 -3.94181 -8.63381
H -0.54866 -7.64242 -8.28367
H -2.13844 -7.09989 -7.69112
H -1.01972 -7.80506 -5.40577
H 0.38786 -8.26875 -6.33730
H -1.08462 -10.14717 -7.41799
H -2.46015 -9.33431 -6.70350
H -1.43209 -10.16759 -5.69787
C 7.31472 -3.39962 6.89551
O 6.12975 -3.35050 6.00820
O 8.48339 -3.72521 6.13134
C 7.36876 -2.07880 7.78563
F 8.35248 -2.23598 8.62254
F 7.59384 -0.92196 7.18902
F 6.22239 -1.81213 8.45505
C 5.50265 -4.56863 5.55349
C 4.38070 -5.22511 6.47920
H 3.50658 -4.57394 6.48154
H 4.05071 -6.19989 6.12003
H 4.66234 -5.26721 7.53135
H 6.22499 -5.26677 5.13050
H 4.97242 -4.27563 4.64734
H 6.97736 -4.14297 7.61781
C -6.12787 -7.29564 0.29685
O -4.94854 -6.97346 1.06894
O -6.55241 -6.14724 -0.37783
C -5.94462 -8.64938 -0.61494
F -7.02951 -9.39068 -0.84505
F -5.34457 -8.59238 -1.75452
F -5.25583 -9.49426 0.18305
C -3.78455 -6.55003 0.36327
C -2.63712 -6.41838 1.34477
H -2.52140 -7.37534 1.85363
H -1.62909 -6.13055 1.04625
H -2.88806 -5.63523 2.06017
H -3.93138 -5.61140 -0.17107
H -3.40605 -7.22799 -0.40173
H -6.75478 -7.58228 1.14120
C 2.62798 8.99590 1.96547
O 2.71430 8.07709 3.08177
O 1.42013 9.73791 2.03338
C 3.96928 9.74331 1.80412
F 4.97938 8.92341 1.96537
F 4.16389 10.24787 0.58582
F 4.15852 10.71313 2.65297
C 2.22351 6.72667 2.89930
C 2.55783 5.98689 4.16046
H 3.40196 6.55098 4.55713
H 1.84296 5.83866 4.96985
H 2.88511 4.97842 3.90752
H 2.65900 6.28837 2.00134
H 1.13806 6.70945 2.80143
H 2.56704 8.39581 1.05757
C -0.18406 -0.02885 0.68349
F -1.45171 -0.53084 0.80023
F -0.24276 1.16059 1.27949
F 0.66660 -0.84616 1.22404
S 0.30423 0.26603 -1.16005
O -0.96603 0.29128 -1.93741
O 1.11707 1.49417 -1.09014
O 0.99527 -0.95630 -1.61676
*
```

Energy above the lowest of the compared OMol25 structures with the same formula, charge and spin, kJ/mol: 52.3
Lowest unoccupied orbital energy, eV: -2.1
E_tot, eV: -142053.535
Orbital gap, hartree: 0.12831